1.
70
Properties=species:S:1:pos:R:3:forces:R:3 method="wB97M-V/def2-TZVPD" mol_weight_g_mol=756.667 de_lowest_kcal_mol=7.9 orbital_gap_ha=0.234 charge=-2 e_tot_ha=-4189.372130
H -2.29437 3.33358 3.30909 0.0 0.0 0.0
S -2.64547 2.17033 -1.17495 0.1 0.0 0.1
N 0.31312 -0.17379 -2.41835 0.1 0.2 0.1
C -0.33704 -4.40347 -1.18245 0.0 0.1 0.1
C -1.78234 -2.09647 -1.32208 -0.1 -0.2 -0.1
C -2.84653 6.17056 -1.84669 0.2 -0.3 -0.1
C -0.52093 -1.53843 1.96625 -0.1 0.0 0.1
N 1.18677 -0.98953 -3.03691 0.0 -0.1 0.0
H -1.12187 -0.95419 3.94582 0.0 0.0 0.0
Ti 0.34114 0.69460 -0.15554 0.0 -0.6 0.9
F -1.61764 7.60823 -3.24998 0.0 0.2 -0.1
C 2.83197 -0.79088 0.98554 -0.1 0.0 0.2
C -4.54224 -0.41798 1.43824 0.0 0.0 0.0
C -1.24915 -4.28215 -2.21023 0.0 0.1 0.1
H -5.24466 -1.21444 1.18040 0.0 0.0 0.0
H 0.51736 -1.71816 2.28042 0.0 0.1 0.0
F -3.60471 7.19261 -1.43328 -0.1 0.2 0.0
H -2.85299 2.68636 1.75128 0.0 0.0 0.0
H 4.90849 -1.42730 1.46234 0.0 0.0 0.0
F -2.60074 -1.03096 -1.37604 0.0 0.0 0.0
H -4.07970 -0.05066 0.52298 0.0 0.0 0.0
H 2.91997 -2.38755 -3.00204 0.1 0.0 0.0
C -1.28017 4.05658 -2.68955 -0.2 0.3 0.1
H -1.38555 -5.05639 -2.94821 0.0 0.0 0.0
H -0.42654 0.34890 2.95817 0.0 -0.1 0.0
B 2.67381 -1.24558 -2.65988 -0.1 0.0 0.0
C 4.11955 -1.26281 0.75024 0.0 0.0 -0.1
H -1.52977 0.62994 -2.96283 0.0 0.0 0.0
Cl 1.56236 3.49288 -0.39828 0.0 -0.2 -0.2
C -2.74695 1.20331 3.32175 0.0 0.0 0.0
C -3.45971 -0.93878 2.37414 0.0 0.0 0.1
H -2.32155 1.14143 4.34067 0.0 0.0 0.0
C 4.15272 -1.44960 -0.62000 0.0 -0.1 0.0
F -2.92318 -2.93867 -3.19173 0.0 0.0 0.0
N 2.14048 -0.71289 -0.15142 0.1 0.4 -0.1
N -2.40153 0.01958 2.55672 0.0 0.0 0.0
C -0.69684 0.01698 -3.26121 -0.1 0.0 0.0
C -1.04180 5.32547 -3.18483 -0.3 0.0 0.3
F -4.03085 4.76546 -0.44276 -0.1 -0.1 0.1
H 3.38633 -0.46043 -3.25005 0.0 0.1 0.0
H 4.93064 -1.80692 -1.27422 0.0 0.0 0.0
C -0.49686 -0.69491 -4.44557 0.0 0.0 0.0
O 0.67541 1.15694 1.37291 0.0 0.0 -0.3
H -5.11370 0.39933 1.88259 0.0 0.0 0.0
H -1.14752 -0.76149 -5.29890 0.0 0.0 0.0
F 0.41111 -5.52872 -1.08997 0.0 0.0 0.0
H -3.03136 -1.83848 1.93068 0.0 0.0 0.0
C -2.25231 2.47190 2.63572 0.0 0.0 0.0
C -3.05429 4.89395 -1.34462 0.3 0.2 -0.2
H -3.83297 1.23963 3.45521 0.0 0.0 0.0
C 0.71770 -1.32156 -4.24684 0.0 -0.1 0.0
H -1.03479 -2.50010 2.12344 0.0 0.0 0.0
O 2.95200 3.98265 0.01822 0.0 -0.1 0.0
C -1.83198 6.38328 -2.76215 0.0 -0.2 0.1
N -0.67370 -1.14045 0.57755 0.2 0.3 -0.4
F -0.56073 3.07012 -3.17595 0.2 -0.3 -0.1
H 2.37126 -0.45521 1.89902 0.0 0.0 0.0
N 2.96750 -1.11371 -1.13412 -0.2 -0.2 0.0
H 1.29758 -1.97272 -4.87993 0.0 0.0 0.0
O -1.27979 1.73968 -0.51684 0.0 0.0 -0.2
C -2.28424 3.80769 -1.75258 -0.3 0.1 0.0
H -1.22282 2.33856 2.29640 0.0 0.0 0.0
F 0.84085 -3.60108 0.66469 0.0 0.0 0.0
C -0.82698 -2.17642 -0.28743 -0.1 0.0 0.1
C -1.10485 -0.50250 2.92705 0.0 0.0 0.1
H -3.91328 -1.24721 3.34309 0.0 0.0 0.0
C -1.96693 -3.09681 -2.24748 0.0 0.0 0.0
O 1.60653 2.01906 -1.05373 -0.1 0.4 0.1
F -0.09406 5.53420 -4.09593 0.2 0.1 -0.2
C -0.12993 -3.40230 -0.25280 0.1 0.0 -0.1

---

2.
74
Properties=species:S:1:pos:R:3:forces:R:3 method="wB97M-V/def2-TZVPD" mol_weight_g_mol=867.374 orbital_gap_ha=0.261 charge=0 e_tot_ha=-6277.478796
O -0.09605 -4.48542 8.19541 -0.3 0.2 -0.5
N -1.11850 -1.66438 2.83877 2.0 0.7 1.8
F 0.74888 3.25317 -4.02336 -1.0 -0.1 1.5
H -2.49523 0.64919 3.25924 0.3 -0.7 0.7
H -0.77381 -1.48087 6.14743 0.5 -0.2 -0.7
C 3.51441 2.98925 -3.16758 0.8 -1.2 -0.2
H 0.93066 3.11637 2.17126 0.2 0.7 -0.3
H 4.34671 2.36570 -2.73427 -0.9 0.6 -0.2
H -3.68342 -1.03394 -2.34821 0.4 0.1 0.0
H 0.12019 -2.55932 4.90742 -0.6 1.5 0.2
C 0.60318 -0.27749 1.84195 -1.6 0.9 -1.4
H 3.06127 0.66384 1.32969 -0.3 1.1 -0.4
C 0.42651 -7.34931 9.36517 -0.4 0.1 -0.1
N -0.77830 -0.66113 1.91390 -1.1 -0.4 -1.1
H 0.40545 2.89852 -6.23767 0.0 0.0 -0.1
C -0.68203 0.47785 -0.11111 2.2 1.3 -0.5
C -2.03562 0.04857 -10.17979 -0.3 -1.2 -0.9
H 3.77313 1.87171 0.22663 -0.8 0.3 0.7
O -2.54616 -1.12171 0.47119 0.2 0.2 0.1
S 2.54097 3.60096 -1.75270 0.1 4.7 1.1
F -1.39873 -3.94356 5.82721 0.1 -0.4 0.6
F 0.54313 -4.40650 5.01425 0.2 -0.6 0.5
C 2.76614 2.66430 2.08708 0.3 -0.2 -0.2
F -0.94681 -5.95459 5.23034 0.3 0.0 0.4
F -0.69697 5.34703 -3.17463 -0.6 -1.4 0.7
F -2.01255 0.51500 -11.44212 0.1 0.3 0.4
H 4.02940 3.82267 -3.71872 -1.0 -0.4 0.8
Br -4.16326 1.55725 -0.47334 0.6 -0.5 0.2
C 1.28906 2.37258 -1.17955 -1.6 -2.1 0.2
H 0.90299 -7.69924 10.28147 0.0 0.0 -0.1
C 1.54229 1.57796 0.03805 0.5 -0.2 0.2
C 1.43283 -6.65354 8.47207 0.3 -0.3 0.6
C -1.77949 1.16444 -9.16569 0.6 1.0 0.7
H -0.01904 -8.20169 8.84841 0.2 0.0 0.0
C -0.27578 -1.54127 5.14678 -1.1 0.0 0.0
C 0.01758 2.17345 -1.92743 0.8 -1.5 2.2
F -2.31667 4.13179 -3.95489 1.1 0.0 1.2
C -0.34500 2.90023 -3.24636 -0.4 0.0 -1.4
C 2.88162 1.67568 0.86863 -0.8 -0.5 -0.2
C 0.59004 0.63367 0.58245 -1.2 1.2 -2.5
H -0.39013 -6.67887 9.63616 0.1 0.0 0.1
C -2.20679 0.14586 4.21539 1.6 0.6 -0.1
H 0.61807 -0.85635 5.18233 -1.0 -0.3 -0.4
O 1.76816 4.81489 -2.06892 0.0 -2.4 -0.8
H 0.82633 2.98813 -8.67438 -0.1 -0.2 -0.2
P -2.67233 0.90011 -2.07536 -0.4 0.5 -2.0
H 1.87408 -5.78306 8.96163 -0.2 0.1 -0.1
O -2.61751 1.66978 -8.47633 -0.2 -0.4 -0.4
C -0.94509 1.22688 -1.33241 0.3 -1.1 1.4
C 0.05149 2.09854 -6.88381 -0.2 -0.3 -0.1
H -3.14657 -0.21054 4.70417 1.0 0.1 -0.2
F -1.92900 4.06188 -1.79363 1.0 0.4 -1.2
C -1.53037 -0.54826 0.70671 1.5 1.1 0.1
H -0.88763 1.72131 -6.48124 0.0 0.1 -0.1
F -1.11046 -0.92561 -10.10836 0.0 0.4 0.2
C -1.31686 4.16328 -3.00924 -0.9 0.5 -1.0
F -1.05595 2.08774 -4.13669 0.9 0.3 1.7
H 2.94314 2.34847 -3.88038 0.2 0.7 0.7
H 2.24839 -7.33797 8.23498 -0.1 0.1 -0.3
F -3.22638 -0.53594 -10.00248 0.2 0.4 0.3
O -0.49035 1.52113 -9.18556 -0.4 -0.4 -0.4
O 0.83689 -6.28034 7.21752 -0.3 0.4 -0.5
C 0.09700 -5.16774 7.23032 0.7 -0.5 1.0
C -0.12203 2.59592 -8.30393 0.3 0.4 0.5
H 0.76633 1.27263 -6.85212 0.1 0.1 0.0
O 1.48225 -0.57876 2.58998 -0.2 0.1 0.0
O 3.51069 2.55521 3.01045 0.0 0.3 -0.4
H -0.85068 3.40707 -8.36137 -0.1 -0.2 0.0
O -2.74890 -0.75307 -2.33720 0.2 1.2 1.1
C -1.21991 -1.04769 4.00837 0.0 -0.4 0.0
C -0.43240 -4.86776 5.82778 -0.8 0.1 -1.5
O 1.75499 3.63921 2.08823 0.2 -1.6 -0.1
H -1.68129 0.92021 4.84143 -0.8 -0.7 -0.3
O 3.49979 3.99650 -0.71947 -0.3 -2.2 -0.7

---

3.
53
Properties=species:S:1:pos:R:3:forces:R:3 method="wB97M-V/def2-TZVPD" mol_weight_g_mol=540.599 orbital_gap_ha="0.153 / 0.118" charge=+3 e_tot_ha=-2127.845676
H 2.55281 2.03395 1.64795 0.2 0.3 -0.3
O -0.71750 -0.28824 0.57390 0.5 0.4 -2.8
H -2.90453 6.14652 -0.12236 0.1 -0.3 -0.1
C -0.68407 -0.20008 -0.66623 -0.4 -1.3 2.5
H 1.87771 -2.19210 0.02130 0.1 0.1 0.3
Sn 1.83566 0.81825 -0.83180 -0.1 1.4 0.7
H -4.55167 1.56113 -0.49260 -0.1 -0.3 -0.1
C -0.18704 0.84386 -5.33053 0.2 0.1 0.2
H -2.90702 5.51132 -2.53618 0.1 -0.2 0.2
H -6.71157 -2.17744 -0.61909 0.3 0.2 0.0
Cl 0.93415 2.62228 0.51099 0.4 -0.8 -0.7
C -4.58655 0.49410 -0.72323 0.1 0.0 -0.1
H -3.32154 -0.09037 -6.29094 0.2 0.1 0.1
C -0.39410 0.95422 -3.95365 -0.3 -0.4 -0.2
N 2.49509 -0.42677 0.96651 -0.2 -1.7 -0.2
C 3.59876 -0.71768 3.12548 0.2 -0.3 0.3
H -3.68838 0.04490 -3.84801 0.2 0.0 -0.2
C -2.49575 0.18613 -5.63945 0.2 0.1 0.0
C 3.07493 0.09696 2.08771 0.4 1.7 -0.4
C -4.64476 -2.26079 -1.25893 0.2 0.1 0.0
C -5.75274 -0.24237 -0.49514 0.1 0.0 -0.1
H -1.06755 0.37758 -7.25125 0.0 0.0 0.4
C -1.23497 0.45796 -6.17529 0.0 0.0 0.3
H 0.79737 1.06684 -5.74990 -0.4 0.0 0.1
H -2.57948 -2.04200 -1.84596 -0.2 0.0 -0.1
C -1.64983 0.62290 -3.40584 0.5 -0.1 -0.2
H 4.10612 -0.20771 3.94859 -0.1 -0.4 -0.1
H -4.66260 -3.33134 -1.46225 0.0 0.3 0.1
H -2.42084 3.17151 -3.21365 0.0 0.2 0.3
H 2.63258 -3.70181 1.82294 0.1 0.3 0.0
H -0.08766 -0.93028 -1.28300 -0.1 0.1 0.2
H 3.15595 1.69016 -1.50727 0.3 -0.3 0.0
C -3.47581 -1.53545 -1.48766 -0.3 -0.1 0.1
C -2.17724 2.46424 -1.17718 0.2 0.4 0.4
C -2.70420 5.11502 -0.41763 0.1 -0.2 -0.2
H -2.06497 2.05289 0.94458 -0.1 0.3 -0.1
C 3.45443 -2.09292 3.04701 -0.1 -0.1 -0.2
H 3.84692 -2.74096 3.82877 -0.1 0.1 -0.1
C -2.42626 3.44779 -2.15645 0.2 -0.3 -0.1
P -1.93832 0.73593 -1.63524 -2.5 1.4 -1.0
C -5.78893 -1.61384 -0.77628 0.2 0.3 0.0
C 2.79668 -2.62789 1.92609 0.5 -0.5 1.1
N 3.21611 1.43762 2.15668 -0.6 -1.9 0.8
C -2.70586 0.26277 -4.26451 0.1 -0.1 0.3
H -6.63611 0.26358 -0.09831 0.3 -0.2 -0.2
C 2.35276 -1.78353 0.91627 -0.2 2.2 -0.7
C -2.22832 2.81814 0.18331 0.1 0.0 0.0
H 3.56289 1.80501 3.03500 0.3 0.2 0.0
C -2.46089 4.14119 0.55523 0.0 -0.2 0.0
H -2.45364 4.40733 1.61231 -0.1 -0.1 -0.3
H 0.41662 1.29480 -3.29834 -0.1 0.0 -0.3
C -2.69736 4.76210 -1.77099 0.0 -0.1 0.1
C -3.45508 -0.15056 -1.25404 0.0 -0.4 0.4

---

- What is the charge in the first record?
  -2